Density functional theory data (ωB97M-V/def2-TZVPD) for 2 unconnected molecules or ions with the total composition CH5O2.

The energy is -191.2535 a.u. The HOMO energy comes out at -0.654 Eh. For the orbital gap, the calculation gives 11.86 eV. Its molar mass is 49.049 g/mol. The value obtained for the energy relative to the best compared isomer or geometry (same formula, charge and spin) is 9.1 kcal per mole. As for the net charge: +1.

Each line ends with the Löwdin charge.
CARTESIAN COORDINATES (ANGSTROEM)
O1 0.5074 0.3305 1.6376  0.022
H1 1.1810 1.1048 1.5832  0.172
H2 0.3306 -0.1398 0.3334  0.109
H3 0.9907 -0.3855 2.1178  0.132
O2 0.2100 -0.2093 -0.7940  0.101
C1 -0.9234 -0.2296 -1.2859  0.133
H4 -0.8731 -0.2041 -2.4432  0.167
H5 -1.8276 0.0322 -0.6246  0.164

Atoms 1-6, force components in eV/Å:
2.11 0.54 -0.51
-1.57 -1.70 0.25
-0.23 0.77 -0.37
-0.46 0.69 -0.14
-0.17 -0.85 0.93
0.16 2.00 -0.89